Entry 1:
Below is a structure of composition C15H40CeOP2Si at a distorted geometry, with properties calculated with ωB97M-V/def2-TZVPD.

Geometry (Å):
Ce (0.46216, 0.21316, -0.75226)
Si (-1.81519, -0.25429, 1.07150)
P (-0.84170, -2.33730, -0.39158)
P (0.39564, 2.36925, 1.14009)
H (-0.69458, -0.16200, -2.97730)
C (0.32012, -3.19279, -1.55430)
H (-0.19061, -4.10855, -1.88348)
H (1.27356, -3.46874, -1.08440)
H (0.53533, -2.58199, -2.44360)
C (-2.39471, -2.71903, -1.29059)
H (-2.42568, -3.80746, -1.43424)
H (-2.39692, -2.22125, -2.26946)
H (-3.28211, -2.40095, -0.73407)
C (-0.88949, -3.63378, 0.90677)
H (-1.32097, -4.53990, 0.45879)
H (-1.51306, -3.30589, 1.74530)
H (0.11544, -3.86488, 1.28174)
C (1.80780, 3.30411, 0.42020)
H (1.77612, 4.32087, 0.83730)
H (1.72089, 3.35533, -0.67661)
H (2.76940, 2.83170, 0.67103)
C (-0.93673, 3.59638, 0.80892)
H (-0.64197, 4.54000, 1.29062)
H (-1.89710, 3.25643, 1.21703)
H (-1.05344, 3.75913, -0.27384)
C (0.68837, 2.60895, 2.93438)
H (0.69842, 3.68512, 3.16114)
H (1.64399, 2.16982, 3.25401)
H (-0.11564, 2.13155, 3.50851)
C (-3.35293, 0.59244, 0.36382)
H (-3.61630, 0.16912, -0.61579)
H (-3.23382, 1.68176, 0.27379)
H (-4.16761, 0.38350, 1.07551)
H (-2.41945, -1.37056, 1.83974)
H (-1.40607, 0.64030, 2.22082)
C (-0.32763, 0.85150, -3.38788)
O (0.79782, 1.25021, -2.58971)
C (0.12212, 0.69044, -4.83782)
H (-0.74531, 0.63340, -5.49730)
H (0.70648, -0.22411, -4.96128)
H (0.75067, 1.52774, -5.14666)
C (-1.47880, 1.84191, -3.27201)
H (-1.13741, 2.88174, -3.17234)
H (-2.12923, 1.62827, -2.41251)
H (-2.10709, 1.77127, -4.16604)
C (4.08799, -0.65207, 1.17670)
C (2.76083, -1.16255, 1.70926)
C (2.74518, -2.67692, 1.62896)
C (2.57679, -0.71621, 3.15118)
C (1.61204, -0.61575, 0.88628)
H (4.91139, -1.01670, 1.79970)
H (4.12470, 0.44258, 1.17664)
H (4.26358, -1.00163, 0.15450)
H (3.60660, -3.09645, 2.16062)
H (1.83648, -3.09819, 2.06994)
H (2.80023, -3.01578, 0.58986)
H (2.51217, 0.37588, 3.21765)
H (1.66079, -1.13345, 3.58716)
H (3.42728, -1.04177, 3.76354)
H (0.68207, -0.67039, 1.53769)

Values from the calculation:
* strongest force on any atom: 2.385 eV/Å
* total energy: -57631.453 eV
* HOMO-LUMO gap (alpha / beta): 6.4 / 6.5 eV
* net charge: 0
* molecular weight: 466.63 g/mol
* relative energy (zero: lowest compared OMol25 entry of this formula, charge and spin): 50.34 kJ/mol


Entry 2:
Below is a structure of composition C15H41AlCl2N2O6Si4Te, with properties calculated with ωB97M-V/def2-TZVPD.

Geometry (Å):
Al (-2.47295, -0.77548, -0.05562)
O (-3.59273, -1.24023, -3.46918)
Cl (-3.37243, -0.23347, -2.51977)
O (-3.50350, 1.07486, -3.04289)
O (-4.21788, -0.40042, -1.32700)
O (-2.00299, -0.37148, -1.91057)
N (-3.83351, -0.95390, 1.44412)
C (-3.57763, -0.47902, 2.82571)
C (-4.11446, 0.91916, 3.07699)
C (-3.37950, 2.05747, 2.37200)
C (-3.55600, 2.15380, 0.85808)
N (-2.56261, 1.36100, 0.10085)
H (-4.74003, -0.60867, 1.13258)
H (-3.91674, -1.98434, 1.47141)
H (-2.50022, -0.50158, 2.99892)
H (-4.03652, -1.18076, 3.52438)
H (-4.06373, 1.09669, 4.15290)
H (-5.17902, 0.95413, 2.81701)
H (-2.31153, 2.00382, 2.60543)
H (-3.73567, 2.99695, 2.79919)
H (-3.46439, 3.20101, 0.55862)
H (-4.55219, 1.82468, 0.55323)
H (-1.62714, 1.58185, 0.44444)
H (-2.57736, 1.68471, -0.86458)
Cl (-1.36173, -4.68291, -1.93154)
C (-2.08778, -4.84156, -0.32286)
C (-2.80163, -3.60114, 0.18024)
O (-3.44274, -3.69712, 1.22067)
O (-2.65917, -2.51789, -0.49522)
H (-1.29228, -5.06469, 0.38762)
H (-2.78783, -5.67272, -0.33225)
C (2.86649, 1.96731, -2.66232)
Si (1.22076, 1.15624, -2.22392)
C (0.77966, -0.01759, -3.61714)
C (-0.06172, 2.53076, -2.11354)
Si (1.66368, 0.09672, -0.16965)
Te (-0.21660, -0.85795, 1.22915)
Si (3.05304, -1.77875, -0.48124)
C (4.69938, -1.32230, -1.27575)
C (3.40335, -2.55152, 1.19629)
C (2.19705, -3.04430, -1.57386)
Si (2.60134, 1.63250, 1.35359)
C (1.53599, 3.18981, 1.40798)
C (2.64936, 0.89807, 3.08357)
C (4.36409, 2.13827, 0.92370)
H (2.77514, 2.49061, -3.61712)
H (3.66650, 1.23329, -2.76054)
H (3.17378, 2.69702, -1.91442)
H (0.67964, 0.55502, -4.54318)
H (-0.15372, -0.55089, -3.44116)
H (1.56415, -0.75773, -3.76931)
H (0.02121, 3.16286, -3.00118)
H (0.09279, 3.16528, -1.24008)
H (-1.07671, 2.14168, -2.08762)
H (5.22084, -0.53179, -0.73722)
H (4.57395, -0.99618, -2.30875)
H (5.34721, -2.20208, -1.28544)
H (3.93487, -1.86258, 1.85332)
H (4.02551, -3.44059, 1.07004)
H (2.48222, -2.84697, 1.69735)
H (2.18566, -2.72665, -2.61569)
H (1.16594, -3.22010, -1.26595)
H (2.72991, -3.99687, -1.52461)
H (0.47599, 2.94516, 1.49783)
H (1.66784, 3.79811, 0.51252)
H (1.80823, 3.80150, 2.27086)
H (1.65525, 0.62643, 3.43544)
H (3.07250, 1.63217, 3.77346)
H (3.27116, 0.00435, 3.12478)
H (4.44337, 2.60379, -0.05717)
H (5.03664, 1.28040, 0.94025)
H (4.72813, 2.85475, 1.66385)

Values from the calculation:
* strongest force on any atom: 0.573 eV/Å
* total energy: -101933.349 eV
* HOMO-LUMO gap: 7.8 eV
* net charge: 0
* molecular weight: 683.33 g/mol
* relative energy (zero: lowest compared OMol25 entry of this formula, charge and spin): 0.00 kJ/mol


Entry 3:
Below is a cluster of 3 separate species, C15H41B2NO11P in total at a distorted geometry, with properties calculated with ωB97M-V/def2-TZVPD.

Geometry (Å):
C (-0.90640, -0.58850, 4.14895)
C (-1.35812, -1.75743, 3.04432)
C (-2.62028, -1.13206, 2.19035)
C (-3.32481, -2.17337, 1.14162)
C (-2.41674, -2.59920, -0.15017)
C (-1.30826, -1.49242, -0.63258)
C (-2.07160, -0.40429, -1.58833)
N (-1.27788, 0.83169, -1.93541)
B (-1.67402, 1.18997, -3.38898)
O (-2.90295, 2.01236, -3.67483)
O (-0.93329, 0.72481, -4.58807)
B (-1.67237, 2.07655, -1.10873)
O (-1.31626, 3.47401, -1.53256)
O (-2.41440, 1.98924, 0.18956)
P (0.49189, 0.64455, -1.91983)
O (1.08001, 1.94738, -2.66678)
O (1.20049, 0.72401, -0.29247)
O (1.09194, -0.72108, -2.84518)
H (-1.75535, 0.24867, 4.13562)
H (-0.86823, -0.99299, 5.24764)
H (0.09592, -0.04336, 3.84116)
H (-1.61545, -2.75862, 3.61838)
H (-0.41249, -1.89296, 2.34574)
H (-3.43633, -0.82171, 3.00469)
H (-2.23118, -0.14532, 1.68455)
H (-3.52663, -3.17754, 1.75367)
H (-4.40695, -1.76530, 0.86927)
H (-3.17345, -2.73038, -1.06428)
H (-1.91239, -3.66798, -0.02183)
H (-0.65090, -1.03814, 0.22224)
H (-0.54933, -2.08019, -1.34279)
H (-2.31117, -0.94668, -2.62440)
H (-3.14565, -0.17460, -1.12085)
H (-3.64450, 1.41402, -3.31047)
H (-1.47047, 0.93507, -5.42547)
H (-0.37504, 3.57794, -1.20502)
H (-2.02008, 2.71260, 0.78367)
H (1.38449, -0.23221, 0.01355)
H (1.74166, -1.21550, -2.26460)
C (1.23179, -0.37158, 7.94485)
O (1.26145, -1.41331, 6.97401)
C (2.57722, -1.95032, 6.79672)
C (2.73848, -3.28180, 7.53853)
O (2.68099, -3.09621, 8.95584)
C (1.41325, -3.45616, 9.49484)
H (0.18790, -0.18010, 8.20846)
H (1.77446, -0.64253, 8.85324)
H (1.65817, 0.54132, 7.51863)
H (3.34039, -1.22808, 7.10995)
H (2.70454, -2.12948, 5.72392)
H (3.72886, -3.69057, 7.31072)
H (1.98940, -4.01066, 7.20837)
H (1.32368, -4.54640, 9.52908)
H (0.58680, -3.03545, 8.91600)
H (1.35267, -3.06823, 10.51615)
C (1.39020, 4.56763, -8.57549)
O (0.55116, 3.42063, -8.48075)
C (1.23248, 2.21916, -8.85935)
C (1.66845, 1.41633, -7.62869)
O (2.67674, 2.10963, -6.88761)
C (2.14886, 2.75328, -5.73249)
H (0.90166, 5.39249, -8.04937)
H (2.36886, 4.39803, -8.12101)
H (1.51450, 4.84728, -9.62582)
H (2.08690, 2.44178, -9.50940)
H (0.52009, 1.61871, -9.43483)
H (2.11276, 0.47374, -7.96628)
H (0.81039, 1.17464, -6.99098)
H (1.94372, 2.00850, -4.95723)
H (1.23786, 3.31476, -5.95585)
H (2.90185, 3.45192, -5.35550)

Values from the calculation:
* strongest force on any atom: 9.909 eV/Å
* total energy: -50866.179 eV
* HOMO-LUMO gap: 6.1 eV
* net charge: +1
* molecular weight: 464.09 g/mol